Entry 1:
ORCA calculation (ωB97M-V/def2-TZVPD) on one molecule with the formula C8H7ClN2S3 in a non-equilibrium geometry.

Atoms and positions in Å:
C 2.6936 0.4421 1.5344
C -0.2428 -0.3052 0.9804
C 2.5976 1.6936 -0.5548
C 0.4341 0.3103 2.1241
C -0.6997 -1.6096 -0.8450
C 0.1441 -1.3952 0.2531
C -1.6088 0.1671 0.4340
C -1.8117 -0.6499 -0.7437
N 2.5183 0.9533 0.3964
N 1.6992 0.3214 2.4477
S 1.6775 -2.2301 0.4192
S -0.4440 -0.1901 -1.9619
S -3.4277 -1.1598 -1.2952
Cl -0.8094 0.7519 3.2291
H 3.6437 0.3237 1.9207
H -0.7412 -2.5996 -1.2947
H -2.3182 -0.0196 1.2545
H -1.6878 1.2638 0.0426
H 1.1882 -3.5507 0.4342
H 2.4727 1.5362 -1.5570
H -3.8688 0.1997 -1.2901

Properties
ΔE to the lowest compared entry with this formula, charge and spin ... 1.53 kJ/mol
Highest occupied orbital energy (alpha / beta) ... -0.2697 / -0.2695 hartree
Gap between HOMO and LUMO (alpha / beta) ... 6.75 / 6.74 eV

Entry 2:
ORCA calculation (ωB97M-V/def2-TZVPD) on C8H7F17GaIO5P2 as an isolated structure.

Atoms and positions in Å:
O -0.0752 3.3902 -6.0865
P -0.4281 2.3652 -5.0673
O 0.1072 0.9118 -5.5856
O -2.0320 2.1388 -4.9983
Ga 0.4673 2.7231 -2.9111
P 0.8471 5.0293 -2.4216
O 2.0824 4.7444 -1.3243
I 2.1866 5.7079 -4.3730
C -0.9008 2.1927 -1.4322
F -0.6377 2.8714 -0.2544
F -2.1846 2.5523 -1.7707
C -0.9858 0.6923 -1.0554
F 0.1815 0.0743 -1.3572
F -1.9649 0.0718 -1.7415
C -1.2460 0.3782 0.4391
F -2.3183 1.0391 0.8765
F -0.1842 0.7439 1.1940
C -1.5000 -1.1500 0.7298
F -1.0873 -1.9669 -0.2523
F -2.8107 -1.3582 0.9146
C -0.8111 -1.6724 2.0279
F -1.1315 -0.9041 3.0645
F -1.3736 -2.9066 2.2605
C 0.7572 -1.8716 1.9572
F 1.2440 -1.3549 0.8498
F 1.0348 -3.2310 1.9208
C 1.6120 -1.3250 3.1550
F 1.3989 -0.0311 3.3321
F 2.8863 -1.5234 2.7932
C 1.3991 -2.0851 4.5239
F 0.2299 -2.8395 4.4755
F 2.3829 -2.9491 4.7393
F 1.2805 -1.2606 5.5429
H 0.5647 1.0669 -6.4252
H -2.4034 2.3834 -5.8603
H 1.8164 1.9189 -2.7490
H 2.8600 5.2730 -1.5417
O -0.2900 -5.1865 3.2100
H 0.0695 -4.4661 3.7873
H 0.1986 -5.1697 2.3604
H -1.2413 -5.0171 3.0533

Properties
Highest occupied orbital energy ... -0.2243 hartree
Gap between HOMO and LUMO ... 3.42 eV

Entry 3:
ORCA calculation (ωB97M-V/def2-TZVPD) on a 2-piece molecular cluster, C8H7F2NOS overall in a non-equilibrium geometry.

Atoms and positions in Å:
C -0.2507 1.9059 -0.8577
C -1.0278 1.7351 0.3105
C 0.6522 0.9474 -1.3285
C -0.9078 0.5161 1.0910
C 0.8714 -0.1858 -0.4963
C 0.0433 -0.3524 0.7077
C 1.3660 -2.0378 0.3932
C -1.0908 -2.2698 -1.8938
N 1.5795 -1.2665 -0.6698
O 0.2909 -1.5292 1.1936
F -1.2672 -3.1721 -2.8102
F -1.6109 -1.0560 -2.2605
S 2.9291 -1.9681 1.5892
H -0.1795 2.7978 -1.4067
H -1.7927 2.3672 0.5867
H 1.2768 1.1713 -2.3052
H -1.5292 0.2366 1.9247
H 1.2366 -3.1081 0.2118
H -1.2806 -2.4794 -0.8986
H 3.8683 -1.1439 0.8279

Properties
ΔE to the lowest compared entry with this formula, charge and spin ... 245.40 kJ/mol
Highest occupied orbital energy (alpha / beta) ... -0.2848 / -0.3237 hartree
Gap between HOMO and LUMO (alpha / beta) ... 8.20 / 7.10 eV

Entry 4:
ORCA calculation (ωB97M-V/def2-TZVPD) on a 2-piece molecular cluster, C8H7F5N overall in a non-equilibrium geometry.

Atoms and positions in Å:
N 1.6014 1.4195 -0.2086
C 2.0901 1.4526 -1.4573
F 1.5312 0.4520 -2.2577
F 1.8819 2.6580 -2.1766
C 3.6521 1.2209 -1.6206
F 4.3339 2.3896 -1.5643
F 4.1597 0.4401 -0.6554
F 4.0071 0.6311 -2.7976
H 1.7460 2.3353 0.2082
C -2.6966 -1.7322 -0.0171
C -3.1568 -1.9417 1.2768
C -2.5431 -1.2927 2.3399
C -1.4748 -0.4348 2.1057
C -1.0125 -0.2202 0.8127
C -1.6276 -0.8748 -0.2463
H -3.1721 -2.2404 -0.8481
H -3.9911 -2.6099 1.4563
H -2.8970 -1.4578 3.3512
H -0.9958 0.0704 2.9357
H -0.1756 0.4473 0.6153
H -1.2607 -0.7123 -1.2521

Properties
Highest occupied orbital energy ... -0.1363 hartree
Gap between HOMO and LUMO ... 7.11 eV
Total charge ... -1

Entry 5:
ORCA calculation (ωB97M-V/def2-TZVPD) on C8H7F6N3O4S2 as an isolated structure in a non-equilibrium geometry.

Atoms and positions in Å:
C -1.8751 -1.5994 1.1448
C -0.8120 -2.3075 1.5096
C 0.7071 -2.8286 1.7845
C 1.2922 -3.6068 0.4981
C 2.8014 -4.0415 0.3631
N 2.7982 -4.6656 -0.9956
C 1.4388 -4.6042 -1.5559
N 0.4476 -3.9751 -0.6576
H -2.5961 -0.7804 0.7375
H 1.4055 -1.9054 1.9446
H 0.7334 -3.4557 2.7466
H 3.6815 -3.9227 1.1037
H 3.6307 -5.0849 -1.4567
H 1.1446 -4.9925 -2.5939
H -0.5666 -3.8257 -0.8022
C 0.1768 1.2098 -0.9201
F 0.6497 -0.0044 -0.5421
F 1.2055 1.8471 -1.5321
F -0.7436 0.9768 -1.8904
S -0.5078 2.1734 0.4717
O 0.6135 2.3423 1.3813
O -1.5926 1.3479 0.9845
N -0.9316 3.4495 -0.3660
S -1.6127 4.5706 0.5286
O -0.7458 5.2610 1.4695
O -2.9445 4.2714 1.0312
C -1.8924 5.7829 -0.8071
F -2.6852 5.2906 -1.7929
F -0.7375 6.1575 -1.4133
F -2.4830 6.9197 -0.3732

Properties
Highest occupied orbital energy ... -0.3143 hartree
Gap between HOMO and LUMO ... 6.25 eV

Entry 6:
ORCA calculation (ωB97M-V/def2-TZVPD) on C8H7IrN4O4SSe3Te as an isolated structure in a non-equilibrium geometry.

Atoms and positions in Å:
Ir -0.0212 0.1664 -0.8448
N 1.3334 3.5507 1.4223
C 1.1159 2.3130 0.8652
S -0.5475 1.7502 0.7952
N 2.1383 1.6281 0.4806
N 1.7558 0.3685 0.0446
C 2.5974 -0.5824 0.1936
C 2.2738 -1.9815 0.0857
C 3.3208 -2.9110 0.0750
C 3.0854 -4.2667 0.1232
C 1.7622 -4.7081 0.2152
C 0.7128 -3.8197 0.2515
C 0.9248 -2.4251 0.1695
O -0.0988 -1.6249 0.2214
H 0.5569 4.1865 1.3575
H 2.2373 3.9488 1.2240
H 3.5916 -0.2891 0.5191
H 4.3383 -2.5374 0.0264
H 3.9043 -4.9730 0.0972
H 1.5556 -5.7720 0.2537
H -0.3121 -4.1616 0.3162
Se -0.4126 2.0644 -2.3222
Se -0.2949 1.1314 -4.4254
Te -1.9848 -0.7592 -4.1556
Se -2.3428 -0.8190 -1.8005
O 2.5141 -0.1343 -2.6918
N 1.7659 -1.0546 -2.9823
O 2.0066 -1.8908 -3.8376
O 0.6330 -1.1926 -2.3466

Properties
ΔE to the lowest compared entry with this formula, charge and spin ... 0.43 kJ/mol
Highest occupied orbital energy (alpha / beta) ... -0.1616 / -0.1612 hartree
Gap between HOMO and LUMO (alpha / beta) ... 6.58 / 5.16 eV
2S+1 ... 2
Total charge ... -1

Entry 7:
ORCA calculation (ωB97M-V/def2-TZVPD) on an isolated ion of composition C8H7N2S and charge +1 in a non-equilibrium geometry.

Atoms and positions in Å:
C 2.1210 0.5253 -1.4737
C 2.0347 1.6774 -0.7059
C 0.9777 1.8638 0.1643
C -0.0260 0.9036 0.2956
C 0.0495 -0.2417 -0.5189
C 1.1213 -0.4240 -1.3855
N -0.9940 -1.2151 -0.4964
C -1.6172 -1.3735 0.6112
N -2.7367 -1.4869 1.3088
C -1.6195 -0.8209 1.9296
S -1.3428 1.2658 1.4215
H 2.9531 0.3776 -2.1427
H 2.8011 2.4310 -0.7857
H 0.9103 2.7655 0.7540
H 1.1561 -1.3133 -1.9971
H -1.2617 -1.6665 -1.3691
H -3.4328 -2.1626 1.5716
H -1.0940 -1.1054 2.8184

Properties
ΔE to the lowest compared entry with this formula, charge and spin ... 59.15 kJ/mol
Structure (SMILES) ... c1ccc2c(c1)NC1=[NH+][C@@H]1S2
Highest occupied orbital energy ... -0.4583 hartree
Gap between HOMO and LUMO ... 7.81 eV
Total charge ... +1

Entry 8:
ORCA calculation (ωB97M-V/def2-TZVPD) on one molecule with the formula C8H7N3O2 in a non-equilibrium geometry.

Atoms and positions in Å:
N -4.0764 -2.6538 -0.0689
O -3.9130 0.9970 -0.0779
O 2.0451 1.3386 1.0964
N -3.2932 -1.7558 -0.0056
C -2.8101 0.5862 -0.3437
C 2.2556 0.4102 0.4171
C -2.4153 -0.8127 -0.0315
C -1.9311 1.6348 -0.4907
C -0.5303 1.3479 -0.4456
C -0.9119 -1.1421 0.1045
C -0.0493 -0.1009 -0.2240
N 1.2945 -0.3466 -0.1789
C 3.5806 -0.1509 0.3954
H -2.2985 2.5961 -0.5184
H 0.0703 2.1700 -0.5279
H -0.5501 -2.0783 0.3933
H 1.6451 -1.3034 -0.5454
H 3.6064 -1.1619 0.8604
H 4.0119 -0.2111 -0.6017
H 4.2698 0.6368 0.7931

Properties
ΔE to the lowest compared entry with this formula, charge and spin ... 235.88 kJ/mol
Highest occupied orbital energy ... -0.2990 hartree
Gap between HOMO and LUMO ... 7.38 eV

Entry 9:
ORCA calculation (ωB97M-V/def2-TZVPD) on one molecule with the formula C8H7N3S2 in a non-equilibrium geometry.

Atoms and positions in Å:
C -0.0989 -1.7686 -0.0731
C -2.3940 0.9203 2.3656
C -1.7620 2.1445 2.2327
C -1.3384 0.2515 0.4580
C -0.8836 1.6230 0.1958
C -0.9499 -0.8270 -0.4958
C 1.0698 0.5101 -1.1943
C 2.6698 -1.6009 -1.9049
N 0.7027 -2.5694 0.2439
N -2.0861 -0.0645 1.5120
N -1.1092 2.5476 1.1387
S 0.1916 2.0607 -1.1245
S 1.8980 -0.1098 -2.6021
H -2.7109 0.6910 3.3867
H -1.7703 2.9096 2.9610
H -1.5662 -1.0528 -1.4519
H 1.4681 0.3406 -0.1927
H 3.6228 -1.3856 -1.6373
H 2.8014 -2.4037 -2.6870
H 2.2454 -2.2164 -1.1309

Properties
ΔE to the lowest compared entry with this formula, charge and spin ... 262.96 kJ/mol
Highest occupied orbital energy (alpha / beta) ... -0.2815 / -0.3117 hartree
Gap between HOMO and LUMO (alpha / beta) ... 6.45 / 7.61 eV

Entry 10:
ORCA calculation (ωB97M-V/def2-TZVPD) on an isolated ion of composition C8H7N4 and charge +1 in a non-equilibrium geometry.

Atoms and positions in Å:
C -3.3973 1.2616 0.0009
C 1.3517 -0.6113 0.0306
C 1.6615 0.7976 -0.0259
C -0.5981 0.4228 0.2883
C -1.9661 -2.2005 0.0138
C -0.6516 -2.0412 0.1814
C -2.8205 0.0236 -0.1041
C 3.0137 1.2694 -0.1459
N -4.0099 2.2209 0.2010
N -2.7668 -1.1623 -0.2827
N 0.0295 -0.7932 0.1659
N 0.3825 1.3699 0.1613
H 1.9907 -1.4144 -0.1736
H -2.5413 -3.0867 0.0238
H -0.0489 -2.8543 0.3710
H 3.4905 0.3317 -0.4363
H 3.1904 2.0921 -0.9797
H 3.3676 1.9506 0.6423
H 0.3223 2.4234 0.0679

Properties
ΔE to the lowest compared entry with this formula, charge and spin ... 254.88 kJ/mol
Highest occupied orbital energy ... -0.4736 hartree
Gap between HOMO and LUMO ... 7.37 eV
Total charge ... +1

Entry 11:
ORCA calculation (ωB97M-V/def2-TZVPD) on one molecule with the formula C8H7NO3 in a non-equilibrium geometry.

Atoms and positions in Å:
C -1.5289 -1.0482 -1.1967
C -1.4823 0.2279 -1.8897
C -0.7539 -1.3665 -0.1202
C -0.8123 1.2596 -1.3776
C 0.2415 -0.4013 0.3403
C 0.0446 1.0464 -0.1525
C 1.1330 -0.7172 1.2942
C 1.4021 2.0049 1.2562
N 0.2768 2.1447 1.7979
O -0.6939 1.6364 0.9164
O 1.3207 1.6711 -0.0879
O 2.5625 2.3074 1.7291
H -2.1629 -1.6490 -1.6722
H -2.1246 0.4615 -2.7079
H -0.7332 -2.2894 0.5020
H -0.7107 2.2905 -1.6294
H 1.0985 -1.6391 1.7435
H 1.8285 -0.0703 1.6255
H 2.6080 2.9307 2.4121

Properties
ΔE to the lowest compared entry with this formula, charge and spin ... 98.30 kJ/mol
Highest occupied orbital energy (alpha / beta) ... -0.2220 / -0.3289 hartree
Gap between HOMO and LUMO (alpha / beta) ... 6.67 / 6.57 eV
2S+1 ... 3

Copy entry 2 word for word.
ORCA calculation (ωB97M-V/def2-TZVPD) on C8H7F17GaIO5P2 as an isolated structure.

Atoms and positions in Å:
O -0.0752 3.3902 -6.0865
P -0.4281 2.3652 -5.0673
O 0.1072 0.9118 -5.5856
O -2.0320 2.1388 -4.9983
Ga 0.4673 2.7231 -2.9111
P 0.8471 5.0293 -2.4216
O 2.0824 4.7444 -1.3243
I 2.1866 5.7079 -4.3730
C -0.9008 2.1927 -1.4322
F -0.6377 2.8714 -0.2544
F -2.1846 2.5523 -1.7707
C -0.9858 0.6923 -1.0554
F 0.1815 0.0743 -1.3572
F -1.9649 0.0718 -1.7415
C -1.2460 0.3782 0.4391
F -2.3183 1.0391 0.8765
F -0.1842 0.7439 1.1940
C -1.5000 -1.1500 0.7298
F -1.0873 -1.9669 -0.2523
F -2.8107 -1.3582 0.9146
C -0.8111 -1.6724 2.0279
F -1.1315 -0.9041 3.0645
F -1.3736 -2.9066 2.2605
C 0.7572 -1.8716 1.9572
F 1.2440 -1.3549 0.8498
F 1.0348 -3.2310 1.9208
C 1.6120 -1.3250 3.1550
F 1.3989 -0.0311 3.3321
F 2.8863 -1.5234 2.7932
C 1.3991 -2.0851 4.5239
F 0.2299 -2.8395 4.4755
F 2.3829 -2.9491 4.7393
F 1.2805 -1.2606 5.5429
H 0.5647 1.0669 -6.4252
H -2.4034 2.3834 -5.8603
H 1.8164 1.9189 -2.7490
H 2.8600 5.2730 -1.5417
O -0.2900 -5.1865 3.2100
H 0.0695 -4.4661 3.7873
H 0.1986 -5.1697 2.3604
H -1.2413 -5.0171 3.0533

Properties
Highest occupied orbital energy ... -0.2243 hartree
Gap between HOMO and LUMO ... 3.42 eV